No. 1
{"formula": "C4H8O", "method": "ωB97M-V with the def2-TZVPD basis set", "total_charge": 0, "e_above_lowest_kj_mol": 252.3, "energy_ha": -232.34954, "fmax_ha_per_bohr": 0.072, "orbital_gap_ha": 0.38100, "species": ["C", "C", "O", "C", "C", "H", "H", "H", "H", "H", "H", "H", "H"], "coordinates": [[0.3113, 0.4000, 1.3757], [-0.0426, 0.3383, -0.1883], [0.0778, 1.5762, -0.7982], [-1.0885, -0.6537, -0.6326], [0.3762, -0.9601, -0.8247], [0.3171, -0.5322, 1.9960], [-0.4892, 1.0140, 1.7663], [1.2814, 0.8864, 1.5900], [0.9478, 1.6087, -1.2183], [-1.6731, -1.2240, 0.0861], [-1.6805, -0.3279, -1.4949], [0.8471, -1.0080, 0.1653], [0.8152, -1.1179, -1.8223]], "forces_ev_per_a": [[-0.50, 0.49, -0.53], [-0.24, 0.41, 1.13], [-0.14, 0.35, -0.39], [-0.09, 0.40, 0.50], [0.32, 0.66, 0.45], [-0.26, 0.36, -1.08], [0.01, 0.35, 0.49], [-0.42, -0.02, -0.46], [-0.24, 0.06, 0.14], [0.10, 0.16, 0.02], [0.57, -0.19, 0.16], [0.89, -3.31, -1.33], [0.02, 0.29, 0.89]], "mulliken_charge": [-1.30, 0.83, -0.56, -0.62, -0.87, 0.37, 0.34, 0.32, 0.36, 0.22, 0.27, 0.36, 0.28]}

=====

No. 2
{"formula": "C4H8O", "method": "ωB97M-V with the def2-TZVPD basis set", "total_charge": 0, "e_above_lowest_kj_mol": 366.9, "energy_ha": -232.30589, "fmax_ha_per_bohr": 0.027, "orbital_gap_ha": [0.31706, 0.26735], "species": ["C", "C", "C", "C", "O", "H", "H", "H", "H", "H", "H", "H", "H"], "coordinates": [[-1.3004, 0.3390, 0.1216], [-0.0091, 0.0497, -0.5390], [0.5373, -1.3633, -0.4874], [0.6967, 1.1104, 0.1964], [0.7850, 1.2833, 1.5278], [-1.7150, -0.4127, 0.8100], [-0.0252, 0.8436, 1.8409], [-2.0009, 1.0580, -0.2776], [-0.0240, 0.4136, -1.5718], [1.5314, -1.4164, -0.9435], [-0.1463, -2.0210, -1.0329], [0.6081, -1.7203, 0.5453], [1.3433, 1.8246, -0.3357]], "forces_ev_per_a": [[-0.73, -0.56, -0.30], [-0.02, 0.20, -0.01], [-0.04, -0.17, 0.07], [0.77, 0.89, -0.78], [-0.31, -0.70, 0.40], [0.31, 0.53, 0.04], [0.38, 0.13, 0.51], [0.17, -0.03, -0.14], [0.01, -0.11, -0.02], [-0.14, -0.03, 0.08], [0.12, -0.02, 0.07], [0.00, 0.03, -0.11], [-0.52, -0.16, 0.19]], "mulliken_charge": [-1.23, 0.79, -1.32, -0.40, -0.47, 0.40, 0.41, 0.27, 0.23, 0.36, 0.34, 0.29, 0.34]}

=====

No. 3
{"formula": "C4H8O", "method": "ωB97M-V with the def2-TZVPD basis set", "total_charge": 0, "e_above_lowest_kj_mol": 730.4, "energy_ha": -232.16744, "fmax_ha_per_bohr": 0.056, "orbital_gap_ha": 0.21500, "species": ["C", "C", "C", "C", "O", "H", "H", "H", "H", "H", "H", "H", "H"], "coordinates": [[-1.4146, 0.4058, 0.0892], [0.0567, -0.0123, 0.0558], [0.6544, -0.3123, -1.2676], [0.9086, 0.0425, 1.2614], [-2.1121, 0.1799, -0.9629], [-1.8283, -0.1199, 1.0049], [-1.4317, 1.4772, 0.3708], [0.0615, -1.0566, -1.7972], [1.6866, -0.6428, -1.1494], [0.6064, 0.5797, -1.8906], [0.2594, -0.9360, 0.8014], [1.6043, 0.8852, 1.2703], [0.9487, -0.4904, 2.2140]], "forces_ev_per_a": [[-2.10, -1.89, 0.65], [0.62, 0.02, 2.52], [0.84, 1.36, -0.03], [-0.05, 2.67, -0.61], [0.05, 0.05, -0.93], [0.05, 0.44, 0.37], [0.86, 0.16, 0.06], [-0.39, -0.13, 0.25], [-0.04, 0.00, -0.22], [0.11, 0.03, -0.21], [-0.07, -2.24, -1.44], [1.77, -1.15, -0.76], [-1.65, 0.68, 0.36]], "mulliken_charge": [-0.17, 0.70, -1.13, -0.94, -0.67, 0.19, 0.24, 0.30, 0.42, 0.32, 0.17, 0.30, 0.28]}

=====

No. 4
{"formula": "C4H8O2", "method": "ωB97M-V with the def2-TZVPD basis set", "total_charge": -1, "e_above_lowest_kj_mol": 71.8, "energy_ha": -307.60547, "fmax_ha_per_bohr": 0.015, "multiplicity": 2, "orbital_gap_ha": [0.09897, 0.34026], "species": ["C", "C", "C", "H", "H", "H", "H", "H", "H", "O", "C", "O", "H", "H"], "coordinates": [[0.2890, 1.1582, 0.7738], [1.2008, 0.9585, -0.3984], [2.4661, 0.5163, -0.2385], [-0.6207, 1.6755, 0.4717], [0.8208, 1.7319, 1.5362], [-0.0315, 0.2020, 1.2201], [0.8356, 1.1765, -1.3969], [3.2109, 0.5144, -1.0282], [2.8022, 0.2696, 0.7569], [-1.2755, -2.4438, 0.2139], [-1.8100, -1.4337, -0.2339], [-3.1201, -1.4720, -0.6785], [-1.3830, -0.4422, -0.4107], [-3.3845, -2.4111, -0.5874]], "forces_ev_per_a": [[-0.03, -0.33, -0.29], [0.63, -0.32, -0.04], [-0.33, 0.55, -0.02], [-0.05, 0.15, 0.06], [-0.15, 0.05, 0.14], [0.02, 0.15, -0.04], [-0.12, 0.15, 0.07], [-0.21, -0.24, -0.09], [0.22, -0.13, 0.18], [0.25, -0.34, -0.04], [-0.24, 0.40, 0.32], [-0.41, -0.62, -0.16], [0.18, -0.04, -0.07], [0.23, 0.58, -0.01]], "mulliken_charge": [-1.27, -0.80, -0.86, 0.26, 0.51, 0.21, 0.85, 0.33, 0.25, -0.65, 0.29, -0.60, 0.19, 0.29]}

=====

No. 5
{"formula": "C4H8O2", "method": "ωB97M-V with the def2-TZVPD basis set", "total_charge": 0, "e_above_lowest_kj_mol": 170.7, "energy_ha": -307.64740, "fmax_ha_per_bohr": 0.010, "orbital_gap_ha": 0.35471, "species": ["C", "C", "O", "C", "C", "O", "H", "H", "H", "H", "H", "H", "H", "H"], "coordinates": [[0.4601, -2.6975, -0.0852], [0.4192, -1.5945, -0.8273], [-0.6877, -1.2103, -1.5126], [-0.5462, 1.3535, 0.0504], [-0.0573, 2.2655, 1.1319], [-0.2473, 1.4774, -1.1212], [-0.4133, -3.3348, 0.0112], [1.3757, -2.9853, 0.4183], [0.4218, 1.6668, 1.9154], [1.2897, -0.9432, -0.9298], [-0.5822, -0.2754, -1.7641], [-1.1945, 0.5138, 0.3670], [0.6491, 2.9903, 0.7234], [-0.9036, 2.7840, 1.5967]], "forces_ev_per_a": [[-0.03, 0.08, -0.08], [0.16, -0.17, 0.16], [0.05, 0.04, -0.05], [0.14, 0.12, -0.25], [0.07, 0.06, -0.05], [-0.12, -0.03, 0.51], [0.11, 0.06, -0.02], [-0.13, 0.08, -0.10], [-0.08, 0.07, -0.10], [-0.15, -0.11, 0.00], [-0.04, -0.13, 0.00], [0.05, 0.09, -0.05], [-0.11, -0.07, 0.08], [0.07, -0.09, -0.07]], "mulliken_charge": [-0.72, 0.01, -0.54, 0.36, -1.05, -0.58, 0.26, 0.25, 0.28, 0.33, 0.41, 0.36, 0.30, 0.31]}

=====

No. 6
{"formula": "C4H8O2", "method": "ωB97M-V with the def2-TZVPD basis set", "total_charge": 0, "e_above_lowest_kj_mol": 150.5, "energy_ha": -307.65512, "fmax_ha_per_bohr": 0.043, "orbital_gap_ha": 0.40991, "species": ["C", "C", "C", "O", "C", "O", "H", "H", "H", "H", "H", "H", "H", "H"], "coordinates": [[-0.8570, 1.1457, -0.1832], [0.0961, -0.0579, -0.0946], [1.1415, 0.0388, 1.0048], [0.8031, -0.0023, -1.3635], [-0.6858, -1.3553, -0.0835], [-0.9346, -1.9363, -1.1160], [-0.3752, 1.3925, -1.1629], [-1.9240, 0.9097, -0.2956], [-0.7293, 1.9130, 0.5944], [1.9297, -0.6875, 0.7961], [0.7373, -0.1443, 2.0080], [1.5842, 1.0399, 0.9979], [0.2646, -0.5166, -1.9927], [-1.0507, -1.7393, 0.8908]], "forces_ev_per_a": [[0.22, 0.19, -0.58], [0.52, -0.24, -0.48], [0.07, -0.06, -0.02], [0.27, -0.88, 0.44], [-0.09, -0.18, -0.40], [0.00, 0.10, 0.57], [-1.48, 1.42, 0.81], [0.34, -0.03, -0.01], [0.08, -0.33, -0.31], [-0.02, 0.06, 0.13], [-0.09, 0.02, -0.25], [-0.06, -0.16, -0.04], [0.21, -0.03, 0.22], [0.02, 0.12, -0.09]], "mulliken_charge": [-1.29, 1.37, -1.63, -0.63, -0.07, -0.50, 0.35, 0.28, 0.31, 0.39, 0.37, 0.37, 0.34, 0.34]}

=====

No. 7
{"formula": "C4H8O2", "method": "ωB97M-V with the def2-TZVPD basis set", "total_charge": 0, "e_above_lowest_kj_mol": 261.7, "energy_ha": -307.61275, "fmax_ha_per_bohr": 0.021, "orbital_gap_ha": 0.39832, "species": ["O", "C", "C", "O", "C", "C", "H", "H", "H", "H", "H", "H", "H", "H"], "coordinates": [[1.4978, -0.3110, 0.3861], [1.4908, 0.4757, -0.7815], [0.3256, 0.6545, 0.0562], [0.3011, 1.4671, 1.1508], [-1.0920, -1.1734, 0.3683], [-1.0439, 0.1596, -0.3726], [-0.0523, -1.4793, 0.5001], [1.3214, -0.1423, -1.6629], [2.2218, 1.2646, -0.8695], [1.1193, 1.1360, 1.5650], [-1.5001, -1.0071, 1.3658], [-1.6126, -1.9562, -0.1697], [-1.1235, 0.0652, -1.4660], [-1.8536, 0.8466, -0.0700]], "forces_ev_per_a": [[-1.06, -0.04, -0.21], [0.15, 0.60, -0.71], [0.34, -0.33, -0.07], [0.35, 0.53, 0.01], [-0.32, -0.44, 0.12], [0.38, -0.32, 0.20], [-0.54, -0.53, 0.00], [0.18, 0.35, -0.26], [0.40, 0.06, -0.03], [-0.23, 0.73, 0.46], [-0.17, -0.28, -0.08], [-0.40, -0.07, 0.11], [0.29, -0.10, 0.36], [0.62, -0.17, 0.10]], "mulliken_charge": [-0.58, -0.39, 0.75, -0.56, -1.05, -0.56, 0.33, 0.24, 0.29, 0.35, 0.26, 0.32, 0.29, 0.30]}

=====

No. 8
{"formula": "C4H8O2", "method": "ωB97M-V with the def2-TZVPD basis set", "total_charge": 0, "e_above_lowest_kj_mol": 604.6, "energy_ha": -307.48214, "fmax_ha_per_bohr": 0.006, "orbital_gap_ha": [0.29182, 0.29180], "species": ["C", "O", "C", "C", "O", "C", "H", "H", "H", "H", "H", "H", "H", "H"], "coordinates": [[-0.2862, 1.6748, 0.7935], [-0.8041, 0.4168, 0.9947], [-0.8721, -0.3178, -0.0777], [1.2302, -0.1608, -0.6019], [1.0857, -1.4411, 0.0325], [-0.3091, -1.6955, 0.0230], [-0.2326, 2.2185, 1.7349], [0.7840, 0.9274, 0.0061], [-0.7612, 2.2263, -0.0278], [-1.3502, 0.0954, -0.9657], [2.2842, 0.1089, -0.4552], [1.0666, -0.2132, -1.6883], [-0.5888, -2.2281, 0.9393], [-0.6110, -2.2961, -0.8483]], "forces_ev_per_a": [[-0.11, 0.30, 0.09], [0.01, -0.16, -0.06], [0.02, 0.01, -0.04], [0.22, 0.10, -0.20], [0.05, -0.05, 0.03], [-0.30, -0.10, 0.02], [-0.01, -0.08, -0.13], [0.00, -0.06, -0.03], [0.10, -0.09, 0.07], [0.08, -0.05, 0.14], [-0.16, 0.03, -0.03], [0.01, 0.00, 0.14], [0.02, 0.08, -0.12], [0.07, 0.08, 0.11]], "mulliken_charge": [-0.68, -0.27, -0.09, -0.43, -0.37, -0.45, 0.23, 0.19, 0.28, 0.46, 0.31, 0.27, 0.30, 0.26]}

=====

Q: What is the formula in the fifth record?
A: C4H8O2